Entry 1:
Computed, not measured: C35H57N6O3PPb as an isolated structure, with wB97M-V/def2-TZVPD.

Values from the calculation:
Charge ... +4
HOMO energy (spin up / spin down) ... -18.99 / -18.15 eV
Orbital gap (spin up / spin down) ... 6.23 / 5.00 eV

CARTESIAN COORDINATES (ANGSTROEM)
Pb: -0.05038 -0.52313 -0.38683
C: -1.81801 -0.87130 4.04071
C: -1.90807 -1.82138 2.88212
C: -3.09908 -1.82517 2.04414
C: -4.28598 -1.05137 2.50124
C: -3.17940 -2.65057 0.88763
C: -4.33795 -2.53128 -0.07232
C: -2.25584 -3.66048 0.74286
C: -2.50554 -4.72896 -0.28608
C: -1.10194 -3.72683 1.63793
C: -0.10872 -4.81656 1.46125
C: -0.93282 -2.76707 2.68766
C: 0.21516 -2.84919 3.66894
H: -2.14346 -1.37393 4.96064
H: -2.44926 0.00598 3.91596
H: -0.79303 -0.54819 4.21350
H: -4.11260 0.03080 2.44475
H: -4.47385 -1.26312 3.56042
H: -5.18725 -1.28796 1.94439
H: -5.16367 -3.19445 0.20971
H: -4.04352 -2.81162 -1.08207
H: -4.73799 -1.51921 -0.10597
H: -2.32443 -4.35283 -1.29945
H: -3.55098 -5.03964 -0.25386
H: -1.90125 -5.61781 -0.13992
H: -0.38961 -5.65489 2.11916
H: 0.89680 -4.51946 1.74652
H: -0.08502 -5.20034 0.44701
H: 0.84550 -1.95610 3.62722
H: 0.85344 -3.71169 3.51874
H: -0.16774 -2.91528 4.68878
C: 3.40105 3.31413 -0.96295
N: 2.82453 2.66115 -2.14600
C: 3.53895 2.99250 -3.39678
C: 1.76903 1.83337 -2.12372
N: 1.45395 1.08987 -1.05160
C: 2.29054 0.97271 0.07603
C: 3.59204 0.48620 -0.06723
C: 4.43050 0.31290 1.02044
C: 3.97633 0.62826 2.28926
C: 2.67891 1.11428 2.48258
C: 2.30383 1.52037 3.78884
C: 1.06789 2.10696 4.03705
C: 0.18402 2.29862 3.00204
C: 0.47980 1.91031 1.65874
N: -0.45366 2.01900 0.68808
C: -1.36846 3.03260 0.70279
N: -2.55641 2.82624 0.12514
C: -3.31072 3.89235 -0.55495
C: -3.14181 1.49573 0.02328
N: -1.09689 4.24237 1.22537
C: 0.23048 4.86927 1.16581
C: -2.14530 5.10984 1.79499
C: 1.77963 1.28173 1.37916
N: 0.96982 1.80923 -3.22039
C: 0.12671 0.67725 -3.53433
C: 0.68826 3.05328 -3.97027
H: 3.54464 4.36861 -1.19477
H: 4.37072 2.88859 -0.70285
H: 2.73757 3.23878 -0.10841
H: 4.60688 2.87288 -3.21404
H: 3.35988 4.02409 -3.69705
H: 3.24826 2.32122 -4.19633
H: 3.94326 0.25174 -1.06656
H: 5.43941 -0.05767 0.87743
H: 4.63449 0.52745 3.14638
H: 3.01361 1.38841 4.59901
H: 0.79872 2.40671 5.04363
H: -0.79205 2.72276 3.20787
H: -2.65522 4.72537 -0.79231
H: -4.15331 4.24840 0.03708
H: -3.70145 3.48414 -1.48853
H: -2.60690 0.79840 0.66379
H: -3.13775 1.13938 -1.01310
H: -4.18052 1.52900 0.35571
H: 0.96237 4.19142 0.74393
H: 0.55519 5.16873 2.16259
H: 0.17882 5.76323 0.54176
H: -3.03935 4.53433 2.01466
H: -2.39861 5.94619 1.14288
H: -1.76145 5.52127 2.72852
H: 0.69513 -0.24187 -3.62634
H: -0.37118 0.85747 -4.48252
H: -0.70021 0.53033 -2.81600
H: 1.08743 3.91409 -3.44118
H: -0.39326 3.17316 -4.04874
H: 1.10292 3.02943 -4.97681
C: 3.65413 -2.46954 -3.01487
O: 2.21387 -2.41196 -3.23120
P: 1.13069 -2.59070 -2.09125
O: 1.48701 -3.91229 -1.32545
C: 1.83378 -5.19310 -1.94806
O: -0.20585 -2.76404 -2.91532
C: -0.38289 -3.55450 -4.14290
H: 4.09763 -2.84803 -3.92730
H: 3.89995 -3.13070 -2.18480
H: 4.03129 -1.46818 -2.81902
H: 2.43327 -5.73778 -1.22983
H: 2.39862 -5.03411 -2.86306
H: 0.91847 -5.73859 -2.16608
H: -0.62509 -4.57841 -3.87103
H: 0.52019 -3.52141 -4.74418
H: -1.20964 -3.11017 -4.68157

Entry 2:
Computed, not measured: a 4-piece molecular cluster, C35H58F4N3O5 overall in a non-equilibrium geometry, with wB97M-V/def2-TZVPD.

Values from the calculation:
Multiplicity ... 4
HOMO energy (spin up / spin down) ... -7.81 / -9.15 eV
Orbital gap (spin up / spin down) ... 6.26 / 7.60 eV

CARTESIAN COORDINATES (ANGSTROEM)
O: 5.99102 -1.43986 0.68577
C: 4.95462 -0.89938 0.37800
C: 4.90986 0.28892 -0.52029
C: 3.85979 1.10479 -0.47481
C: 2.75194 0.84649 0.49463
O: 2.05913 1.73697 0.92943
C: 2.58873 -0.58979 0.93437
C: 1.25279 -1.05852 1.44688
F: 0.86665 -0.34026 2.51390
F: 1.33063 -2.35546 1.83848
C: 0.14366 -1.04530 0.38028
F: 0.11584 0.14110 -0.25876
F: -1.05004 -1.21478 0.96928
C: 3.64320 -1.39966 0.90348
H: 5.77573 0.46408 -1.15089
H: 3.78730 2.01376 -1.06477
H: 0.30231 -1.84165 -0.35279
H: 3.61014 -2.42546 1.25730
C: 1.56891 -8.05074 2.13592
C: 1.57321 -6.75437 1.30945
C: 0.28331 -5.95212 1.52125
C: -0.94406 -6.56857 0.85441
C: -0.68850 -6.82971 -0.62859
C: 0.56197 -7.67856 -0.88852
N: 1.70319 -7.02024 -0.16314
O: 2.27295 -6.08474 -0.81953
C: 0.35133 -9.12674 -0.44633
C: 0.90138 -7.68651 -2.37395
C: 2.77630 -5.92346 1.73658
H: 2.14401 -8.83348 1.64325
H: 2.03317 -7.85613 3.10228
H: 0.56736 -8.42932 2.33023
H: 0.43378 -4.94327 1.12428
H: 0.12471 -5.84635 2.59820
H: -1.24052 -7.48967 1.36319
H: -1.78657 -5.88223 0.95696
H: -1.54397 -7.33045 -1.08970
H: -0.56009 -5.87202 -1.14255
H: 1.28348 -9.68852 -0.51672
H: -0.37233 -9.58476 -1.12165
H: -0.03625 -9.22748 0.56198
H: 0.99438 -6.68011 -2.77040
H: 0.10371 -8.20714 -2.90725
H: 1.84020 -8.21144 -2.55218
H: 3.71027 -6.44944 1.53587
H: 2.70122 -5.74476 2.81098
H: 2.80840 -4.96514 1.22611
C: -3.76134 0.54740 1.45922
C: -3.11120 1.91916 1.21948
C: -1.79392 2.04394 2.00295
C: -1.98881 2.21810 3.50585
C: -2.92883 3.38218 3.80790
C: -4.28077 3.26617 3.09269
N: -3.99561 3.05977 1.63128
O: -3.81249 4.13778 0.97179
C: -5.12249 2.13318 3.67994
C: -5.07115 4.56119 3.23208
C: -2.81517 2.06303 -0.26706
H: -4.84965 0.58669 1.44106
H: -3.43997 -0.13741 0.67552
H: -3.45228 0.10316 2.40429
H: -1.24372 2.90677 1.61339
H: -1.19129 1.15903 1.79290
H: -2.36321 1.29436 3.95573
H: -1.01872 2.40653 3.96910
H: -3.11671 3.46226 4.88219
H: -2.45578 4.31688 3.49188
H: -6.02342 1.97717 3.08516
H: -5.42615 2.42316 4.68667
H: -4.59377 1.18873 3.75824
H: -4.49757 5.41930 2.89542
H: -5.32989 4.69572 4.28422
H: -5.99180 4.51598 2.64944
H: -3.72658 2.06267 -0.86656
H: -2.19261 1.21886 -0.57107
H: -2.27487 2.98352 -0.46543
C: 1.67234 7.05603 -2.95708
C: 1.69650 5.80060 -3.84202
C: 0.34179 5.57706 -4.53142
C: -0.75549 5.09414 -3.58569
C: -0.31005 3.85132 -2.82119
C: 1.00671 4.04780 -2.06290
N: 2.01696 4.56200 -3.04914
O: 2.61968 3.64875 -3.70747
C: 0.81769 4.98942 -0.87219
C: 1.51370 2.71633 -1.52124
C: 2.79357 5.97080 -4.88682
H: 2.34603 6.95231 -2.10755
H: 2.00851 7.90965 -3.54555
H: 0.67905 7.29368 -2.58170
H: 0.48025 4.83837 -5.32668
H: 0.05179 6.51596 -5.01169
H: -1.04536 5.88744 -2.89176
H: -1.65014 4.85917 -4.16486
H: -1.07318 3.54911 -2.10206
H: -0.18727 3.02384 -3.52714
H: 1.77817 5.22141 -0.40994
H: 0.19898 4.47927 -0.13234
H: 0.32008 5.92081 -1.12110
H: 1.60071 1.97091 -2.30726
H: 0.81045 2.35971 -0.76603
H: 2.49109 2.84014 -1.05203
H: 3.77061 6.06180 -4.41071
H: 2.59122 6.88573 -5.44701
H: 2.82719 5.13259 -5.57555

Entry 3:
Computed, not measured: C35H59FN3O35S10 as an isolated structure in a non-equilibrium geometry, with wB97M-V/def2-TZVPD.

Values from the calculation:
Charge ... +1
HOMO energy ... -10.99 eV
Orbital gap ... 6.00 eV

CARTESIAN COORDINATES (ANGSTROEM)
C: 0.87780 1.84621 -1.09412
C: 1.79514 1.16155 -2.27396
C: 2.17389 -0.38218 -1.75749
O: 3.01209 -0.50970 -0.72486
O: 1.53930 -1.47775 -2.51094
C: 0.23461 -1.85009 -1.86952
C: 0.61144 -2.88410 -0.65439
N: -0.55061 -3.28644 0.22929
C: -1.15830 -4.67564 -0.05842
C: -2.40271 -5.32570 0.82288
C: -3.02023 -4.45430 2.06662
F: -4.11176 -5.04425 2.89238
C: -2.35400 -2.95837 2.33202
S: -3.08476 -1.98371 3.77932
C: -1.10477 -2.41779 1.37823
C: -0.47574 -0.90592 1.70922
C: 1.01528 -1.00683 2.40284
C: 1.22765 -0.03485 3.70902
C: 2.51701 -0.60041 4.59041
C: 3.97055 -0.36702 3.86885
C: 4.39481 -1.50864 2.77125
C: 4.18729 -3.05876 3.26335
S: 5.58079 -3.57669 4.44516
C: 4.71584 -4.39105 5.90768
N: 4.83943 -5.80064 6.45821
N: 3.93766 -5.79935 7.52838
C: 3.27269 -4.43348 7.67406
O: 3.75913 -3.50335 6.63013
H: -0.25697 1.69397 -1.42832
H: 1.06766 1.27140 -0.09121
H: 1.17209 2.98130 -1.02562
H: 2.81577 1.69864 -2.47743
H: 1.20473 1.05733 -3.29802
H: -0.41437 -2.30981 -2.72864
H: -0.24973 -0.83996 -1.52844
H: 1.03911 -3.88571 -1.14089
H: 1.44204 -2.44689 0.04622
H: -0.72542 -5.35543 -0.93905
H: -2.78157 -6.41219 0.51930
H: -2.02984 -1.95564 4.74352
H: -1.19709 -0.27099 2.41708
H: -0.39435 -0.25598 0.71174
H: 1.33984 -2.09945 2.68556
H: 1.78193 -0.61785 1.57570
H: 1.45151 1.05755 3.28420
H: 0.23667 0.04059 4.36987
H: 2.53693 0.04044 5.59747
H: 2.32956 -1.70941 4.91391
H: 4.84366 -0.31364 4.67883
H: 3.94257 0.66838 3.30745
H: 3.84942 -1.28407 1.76009
H: 5.55797 -1.35533 2.55243
H: 3.11731 -3.31471 3.66707
H: 4.33950 -3.73995 2.29505
H: 2.45321 -4.14206 8.47682
C: -2.13354 2.12019 -6.37647
C: -1.05870 1.04343 -6.49901
O: -0.31746 1.11599 -5.28325
S: -1.31839 1.57212 -4.07887
O: -1.75120 0.38390 -3.37748
O: -0.73824 2.71347 -3.41018
O: -2.55091 2.08868 -5.01265
H: -1.72204 3.11326 -6.58388
H: -2.98255 1.93332 -7.03946
H: -0.40475 1.20371 -7.35950
H: -1.50581 0.04576 -6.56287
C: 4.96158 4.77074 0.88463
C: 5.10528 3.60866 1.86373
O: 3.92952 3.65161 2.66904
S: 2.69152 4.21605 1.76950
O: 1.93619 3.08400 1.28054
O: 2.08476 5.32343 2.47090
O: 3.57875 4.80646 0.53575
H: 5.21708 5.72224 1.36204
H: 5.57692 4.63616 -0.00896
H: 6.00074 3.69474 2.48381
H: 5.11873 2.64873 1.33675
C: 0.17889 8.00333 2.14857
C: 1.09067 8.31029 3.33354
O: 1.58638 9.62513 3.09221
S: 0.44853 10.48298 2.29860
O: -0.27786 11.27359 3.26732
O: 1.04723 11.04775 1.11159
O: -0.49350 9.22750 1.85786
H: 0.76132 7.71695 1.26692
H: -0.54438 7.21603 2.37730
H: 1.91428 7.59768 3.42091
H: 0.52528 8.32939 4.27124
C: -5.08855 -2.83452 -6.18488
C: -4.17677 -2.52757 -4.99991
O: -3.68106 -1.21272 -5.24124
S: -4.81891 -0.35488 -6.03485
O: -5.54530 0.43574 -5.06613
O: -4.22021 0.20989 -7.22186
O: -5.76094 -1.61036 -6.47559
H: -4.50612 -3.12091 -7.06653
H: -5.81182 -3.62182 -5.95615
H: -3.35316 -3.24018 -4.91254
H: -4.74216 -2.50846 -4.06221
C: -4.69624 5.20655 -1.37185
C: -4.77246 4.11223 -0.31054
O: -3.64755 3.27226 -0.55915
S: -2.42865 4.18041 -1.15075
O: -1.54233 4.51327 -0.05769
O: -1.96913 3.58194 -2.38245
O: -3.30826 5.50431 -1.51335
H: -5.06741 4.84633 -2.33675
H: -5.25079 6.10281 -1.08123
H: -5.70135 3.53988 -0.36837
H: -4.66536 4.53100 0.69569
C: 5.71431 -0.45983 -5.38512
C: 4.26598 0.01549 -5.46349
O: 4.31470 1.41033 -5.17227
S: 5.72704 2.01659 -5.71832
O: 5.49061 2.61479 -7.01346
O: 6.37309 2.71802 -4.63342
O: 6.49276 0.59554 -5.94674
H: 6.02796 -0.59830 -4.34541
H: 5.87460 -1.38845 -5.93941
H: 3.61805 -0.50424 -4.75368
H: 3.86616 -0.10431 -6.47597
C: -10.74240 -0.28724 -7.31890
C: -9.86747 0.95993 -7.41252
O: -8.98976 0.88507 -6.29145
S: -8.67976 -0.68265 -5.96501
O: -7.41748 -1.03034 -6.57893
O: -8.97036 -0.92524 -4.57105
O: -9.87719 -1.32661 -6.86467
H: -11.53669 -0.15666 -6.57688
H: -11.18566 -0.55381 -8.28209
H: -10.45246 1.88227 -7.38335
H: -9.25650 0.94538 -8.32128
C: 2.38021 -8.74376 10.03430
C: 3.68493 -7.99951 10.30542
O: 3.85968 -8.05556 11.71931
S: 3.22597 -9.45138 12.27658
O: 4.30017 -10.40864 12.42109
O: 2.30047 -9.14017 13.34101
O: 2.37208 -9.84263 10.94403
H: 1.51328 -8.11261 10.25483
H: 2.31574 -9.10179 9.00332
H: 3.65232 -6.96290 9.96169
H: 4.53422 -8.51053 9.83969

Asked for DFT total energy across the records above, the calculation gives -66802.647, -62807.868, -224417.513 eV in order.